Entry 1:
22
Properties=species:S:1:pos:R:3:forces:R:3 method="wB97M-V/def2-TZVPD" de_lowest_kcal_mol=26.96 homo_energy_ev=-8.59 spin_multiplicity=1 smiles=CNCC(C)C.O gap_ev=9.341 total_charge=0
C 0.203388 2.270837 -1.221054 0.142 -0.360 0.455
N 1.248161 1.298563 -0.896328 0.259 -0.133 -0.782
C 0.847055 0.162536 -0.092574 0.271 -0.363 0.865
C -0.040164 -0.895418 -0.789915 0.813 0.425 1.445
C 0.812415 -1.776247 -1.722018 -1.024 0.582 -0.083
C -0.608685 -1.798976 0.308349 -0.963 0.699 -0.411
H -0.705736 1.842005 -1.661008 -0.129 -0.035 0.212
H 0.588632 2.965554 -1.959889 0.156 0.214 0.056
H -0.024581 2.805441 -0.296929 -0.281 0.127 -0.197
H 1.592320 0.944089 -1.785151 0.247 0.019 0.201
H 0.475884 0.503173 0.888053 -0.774 0.305 -0.568
H 1.713630 -0.371043 0.312656 0.534 0.032 -0.578
H -0.852326 -0.291564 -1.212081 0.058 -0.643 -0.677
H 0.144210 -2.601296 -1.962651 0.294 -0.176 -0.719
H 1.683098 -2.201594 -1.219922 -0.094 0.195 0.274
H 1.168066 -1.231222 -2.596777 -0.139 -0.250 -0.212
H -0.943835 -1.128199 1.099184 0.417 -0.341 0.609
H 0.131805 -2.544522 0.585531 -0.088 0.049 0.496
H -1.546859 -2.285093 0.023837 0.297 -0.337 -0.364
O -1.830037 0.740972 3.768449 -0.407 -0.337 -0.153
H -2.500865 1.091084 3.173807 0.110 0.353 -0.080
H -2.192955 -0.136568 3.942363 0.303 -0.024 0.211

Entry 2:
15
Properties=species:S:1:pos:R:3:forces:R:3 method="wB97M-V/def2-TZVPD" de_lowest_kcal_mol=69.61 homo_energy_ev="-13.04 / -13.04" spin_multiplicity=1 smiles="C[N+](=C=[NH2+])/N=C(/N)[S-]" gap_ev="7.144 / 7.145" total_charge=+1
C -1.905594 -0.803008 -0.097486 -0.501 -0.927 -0.724
N -0.568898 -0.103862 -0.143726 -1.649 -1.181 -1.177
C -0.461210 1.132443 -0.202664 2.583 3.017 -0.517
N -1.032924 2.232391 0.124557 0.300 1.798 0.191
N 0.428060 -0.901461 -0.068944 0.988 -2.887 0.362
C 1.668354 -0.471848 -0.128335 0.699 0.553 -0.080
N 2.577790 -1.456864 -0.078339 0.684 2.796 -0.610
S 2.204475 1.156210 -0.324105 -2.926 -0.563 0.073
H -1.750083 -1.914181 -0.173910 0.405 1.292 0.840
H -2.176606 -0.377502 0.849046 -1.359 -0.824 0.559
H -2.670369 -0.672361 -0.909648 1.151 1.060 0.552
H -0.588372 3.098794 -0.230927 -0.682 -0.789 -0.207
H -1.512702 2.423510 1.003431 -0.018 -0.596 0.041
H 2.310011 -2.306070 0.312396 -0.260 -1.723 0.569
H 3.478061 -1.036184 0.068658 0.586 -1.025 0.129

Entry 3:
17
Properties=species:S:1:pos:R:3:forces:R:3 method="wB97M-V/def2-TZVPD" de_lowest_kcal_mol=69.69 homo_energy_ev=-2.88 spin_multiplicity=1 smiles=N[C@@H](C[O-])CCS gap_ev=6.089 total_charge=-1
N -0.590466 0.078831 -1.812182 0.492 0.229 0.472
C -0.074581 0.901484 -0.683321 -0.462 -1.180 0.650
C -1.313502 1.066427 0.293711 0.914 0.877 0.133
O -2.108675 -0.017398 0.366673 0.046 0.628 -0.549
C 1.037311 0.221125 0.130934 -0.452 1.075 1.183
C 0.628891 -1.100711 0.835715 0.421 0.176 -3.350
S 2.156955 -1.985260 1.143653 0.403 -0.546 0.378
H -1.342290 -0.450516 -1.310818 0.104 0.319 -0.349
H -1.080740 0.774995 -2.370875 -0.157 -0.367 -0.188
H 0.307774 1.866288 -1.096681 -0.212 -0.538 0.490
H -1.620601 2.073165 -0.116349 -1.481 -0.201 0.226
H -0.903812 1.347610 1.296857 0.132 0.086 -0.026
H 1.898608 0.102133 -0.532365 0.267 -0.224 0.501
H 1.179767 0.876564 1.001075 0.899 0.585 -0.611
H 0.207113 -1.477833 -0.109847 -0.668 -1.259 1.140
H -0.014816 -1.059909 1.696914 -0.327 0.288 -0.168
H 1.633062 -3.216993 1.266908 0.081 0.054 0.069

Entry 4:
120
Properties=species:S:1:pos:R:3:forces:R:3 method="wB97M-V/def2-TZVPD" homo_energy_ev="-14.15 / -14.15" spin_multiplicity=4 gap_ev="6.551 / 4.538" total_charge=+3
Tc -0.127296 0.294695 -0.018033 0.462 0.567 1.112
O 1.845834 0.345652 0.742323 -1.094 0.000 -0.184
P 3.058942 1.154933 0.288597 0.634 0.376 -0.327
C 3.182296 1.048192 -1.526840 -0.302 -0.420 0.392
P 2.558549 -0.594602 -2.097371 0.612 0.107 -0.528
O 1.230678 -0.985493 -1.481549 -0.808 0.161 0.245
C 3.856374 -1.771322 -1.725343 -0.113 0.114 0.028
C 5.141083 -1.506304 -2.203260 -0.036 -0.038 0.058
C 6.162501 -2.406672 -1.961027 0.032 0.037 -0.012
C 5.899762 -3.580632 -1.263360 -0.006 0.026 -0.010
C 4.616906 -3.856681 -0.813239 0.040 -0.090 0.040
C 3.591362 -2.952052 -1.040958 -0.117 0.099 0.021
C 2.546821 -0.479305 -3.897945 -0.184 -0.028 0.324
C 3.106025 0.583677 -4.602541 -0.027 0.018 0.019
C 3.229468 0.504705 -5.983335 -0.027 0.051 -0.023
C 2.799689 -0.630153 -6.657867 0.009 0.061 0.014
C 2.218288 -1.682854 -5.959888 -0.019 -0.022 0.051
C 2.094737 -1.610429 -4.582051 0.005 -0.018 0.020
C 2.862836 2.883041 0.736958 -0.011 -0.307 -0.148
C 2.304438 3.148020 1.987878 0.013 -0.048 0.011
C 2.109690 4.459475 2.388124 -0.005 -0.009 0.023
C 2.470601 5.503242 1.543453 -0.023 0.001 -0.022
C 3.033653 5.240151 0.301954 0.040 0.035 -0.043
C 3.236541 3.929439 -0.103980 -0.002 -0.057 -0.029
C 4.585371 0.479394 0.922304 -0.249 0.281 -0.009
C 4.666198 -0.785472 1.491961 -0.103 -0.019 -0.035
C 5.908435 -1.286033 1.848392 0.006 -0.040 0.016
C 7.051421 -0.525654 1.642164 0.020 0.011 0.039
C 6.965547 0.747630 1.092001 0.002 0.030 -0.056
C 5.730528 1.254575 0.728932 -0.029 -0.040 0.037
H 4.226107 1.162306 -1.820597 0.004 -0.007 -0.047
H 2.589518 1.835020 -1.982144 -0.130 0.123 -0.135
H 5.335244 -0.611801 -2.785144 0.073 -0.013 0.003
H 7.158616 -2.203027 -2.330240 0.003 -0.015 0.006
H 6.698730 -4.288602 -1.087711 -0.011 -0.011 0.004
H 4.417023 -4.785523 -0.295646 -0.014 0.006 0.004
H 2.582521 -3.161228 -0.705359 0.014 -0.018 0.008
H 3.467930 1.466430 -4.090780 0.001 0.013 -0.028
H 3.672346 1.329100 -6.527111 0.016 -0.042 -0.012
H 2.933083 -0.701412 -7.729387 -0.042 0.013 0.004
H 1.888169 -2.566916 -6.488630 -0.004 0.000 0.011
H 1.681209 -2.442583 -4.022463 -0.014 -0.034 -0.075
H 2.042171 2.321496 2.638814 -0.037 0.038 0.059
H 1.688383 4.672792 3.361783 0.011 0.000 0.002
H 2.320787 6.527778 1.856899 0.005 -0.002 0.010
H 3.322437 6.055092 -0.348139 0.012 0.006 0.019
H 3.698868 3.728403 -1.064030 -0.040 0.051 -0.011
H 3.764184 -1.363197 1.649028 0.048 -0.029 -0.025
H 5.988823 -2.272575 2.284873 -0.005 0.001 0.013
H 8.018357 -0.920591 1.924257 -0.004 -0.011 0.000
H 7.856763 1.342777 0.947008 0.008 -0.012 0.019
H 5.650042 2.251807 0.309055 0.079 0.006 0.013
C -0.955381 1.429151 -5.315471 -0.186 0.134 -0.483
N -0.578384 1.694373 -3.927422 -0.067 -0.252 0.425
C -0.672664 0.876487 -2.891619 -0.012 0.102 -0.159
N -0.241072 1.505351 -1.792783 0.345 -0.083 -0.035
C 0.107062 2.746705 -2.253054 -0.060 0.039 0.078
N -0.085530 2.881591 -3.535976 0.097 0.266 -0.059
C -1.978563 2.410790 -5.838976 0.045 0.064 0.149
C -1.798316 3.044157 -7.060982 0.102 -0.075 0.041
C -2.749271 3.940584 -7.530158 -0.018 0.000 -0.073
C -3.884767 4.214781 -6.788958 -0.050 -0.001 0.077
C -4.070898 3.572797 -5.567085 0.317 -0.261 0.059
C -3.117718 2.671776 -5.098107 -0.070 0.055 -0.102
C -5.252692 3.804637 -4.761953 -0.918 0.454 0.155
N -6.273601 4.577125 -4.972989 0.893 -0.075 -0.756
N -7.112876 4.436667 -3.920273 -0.465 -0.315 0.993
C -6.572930 3.582358 -3.108182 -0.130 0.583 -0.871
O -5.384299 3.143407 -3.586216 0.312 -0.353 0.238
C -7.031365 3.109067 -1.818449 0.068 -0.209 0.234
C -8.114867 3.709180 -1.177939 0.089 -0.060 -0.050
C -8.466103 3.285527 0.091277 -0.088 0.012 -0.065
C -7.741184 2.285415 0.728914 0.043 -0.070 0.126
C -6.670964 1.675948 0.087075 0.094 0.058 -0.015
C -5.832404 0.624351 0.781865 -0.323 -0.051 0.088
N -4.390668 0.892764 0.626380 0.178 0.269 -0.124
C -3.465632 0.097292 0.075170 0.000 -0.145 0.001
N -2.360436 0.665774 -0.331422 0.401 -0.406 0.068
C -1.724987 2.492428 1.142404 -0.026 -0.152 -0.172
N -2.969506 2.475649 1.917662 0.216 -0.125 0.299
C -6.335612 2.076536 -1.197741 -0.002 0.077 0.005
H -1.343823 0.410592 -5.349749 0.089 -0.039 0.099
H -0.055709 1.475912 -5.919784 0.188 -0.062 -0.023
H -1.056094 -0.128866 -2.941200 0.068 -0.027 -0.047
H 0.458044 3.549872 -1.623532 0.120 -0.057 0.010
H -0.916074 2.834064 -7.653746 0.010 0.044 0.004
H -2.600621 4.425594 -8.484986 -0.004 0.013 0.007
H -4.630277 4.914916 -7.140563 -0.004 -0.006 -0.017
H -3.284076 2.169562 -4.151993 -0.001 0.008 0.015
H -8.653275 4.500819 -1.681035 -0.007 0.020 0.031
H -9.303057 3.749160 0.594975 -0.001 -0.023 0.020
H -8.020377 1.980820 1.730781 0.017 0.007 0.008
H -6.036412 -0.362920 0.364942 0.125 -0.046 0.043
H -6.080166 0.597280 1.844032 0.025 -0.041 -0.012
H -3.638064 -0.968680 -0.022516 -0.069 0.007 0.017
H -1.257656 3.483939 1.141332 0.056 -0.038 0.019
H -5.513213 1.602883 -1.723282 0.002 0.027 -0.007
N -0.175706 -1.299596 1.478330 0.062 0.049 -0.272
C 0.530804 -1.003628 2.719198 0.069 0.071 0.377
C 1.509949 -1.864959 3.176564 -0.081 -0.100 -0.117
C 2.177620 -1.593028 4.362012 0.001 0.047 0.022
C 1.829803 -0.480308 5.112954 0.041 -0.004 -0.021
C 0.837401 0.372798 4.658503 -0.011 0.030 -0.017
C 0.194267 0.138335 3.444997 0.108 -0.046 -0.089
C -0.779693 1.104000 2.904674 -0.122 -0.073 0.214
C -1.818208 1.580383 3.752091 0.441 -0.027 -0.006
C -2.979316 2.066916 3.186013 -0.309 0.356 -0.170
C -3.821367 2.227326 0.729678 -0.240 -0.088 -0.198
C -2.526845 2.116228 -0.110214 -0.073 0.118 0.067
C -0.788447 1.406782 1.548188 0.268 -0.338 -0.785
H -1.134789 -1.563530 1.700332 -0.024 0.018 -0.013
H 0.259578 -2.124805 1.067378 -0.029 0.004 -0.089
H 1.747165 -2.762887 2.615630 0.021 0.008 -0.014
H 2.968377 -2.249383 4.698443 -0.054 -0.056 0.029
H 2.336321 -0.274502 6.045726 -0.007 0.010 -0.002
H 0.580967 1.255297 5.232340 0.004 -0.006 0.004
H -1.801698 1.344560 4.806330 -0.062 -0.042 -0.009
H -3.918723 2.104748 3.725920 -0.013 -0.112 -0.009
H -4.548299 3.011999 0.545099 -0.036 -0.037 -0.068
H -2.408994 2.687688 -1.026183 -0.048 0.044 0.055

Entry 5:
10
Properties=species:S:1:pos:R:3:forces:R:3 method="wB97M-V/def2-TZVPD" de_lowest_kcal_mol=14.92 homo_energy_ev="-6.18 / -9.08" spin_multiplicity=3 gap_ev="6.485 / 7.317" total_charge=0
C 1.864344 -1.717261 0.745869 -2.253 -0.175 0.001
C 1.011071 -0.837614 0.249296 3.218 0.805 -0.410
C 0.083229 -2.854711 -1.887766 -0.159 1.586 -1.106
N 0.166984 0.170028 0.204752 -1.620 0.706 -1.980
O -0.432726 -1.874465 -1.520972 -0.002 -1.494 0.010
S 0.681697 -2.764589 1.397772 0.809 -1.424 1.087
S 0.847886 -3.945091 -2.697441 -0.120 -0.360 0.599
Cl 3.552406 -2.054845 0.369131 -0.355 0.029 -0.023
H -0.173593 0.575892 1.016650 0.219 0.851 2.836
H -0.735976 -0.009750 -0.218433 0.265 -0.524 -1.014

Number 1: strongest force on any atom 1.71 eV/A. Number 2: strongest force on any atom 4.00 eV/A. Number 3: strongest force on any atom 3.38 eV/A. Number 4: strongest force on any atom 1.33 eV/A. Number 5: strongest force on any atom 3.34 eV/A.